Record 1
{"formula": "C16H13B2Cl2F9N4O6SV", "method": "ωB97M-V/def2-TZVPD", "relative_energy_kcal_mol": 38.5, "total_charge": 1, "homo_lumo_gap_ha": [0.300, 0.285], "homo_ev": [-12.6, -12.8], "lumo_ev": [-4.46, -5.00], "multiplicity": 3, "elements": ["V", "C", "C", "N", "O", "B", "F", "F", "O", "N", "C", "C", "C", "N", "O", "B", "F", "F", "O", "N", "C", "C", "C", "H", "H", "H", "H", "H", "H", "H", "H", "H", "H", "H", "H", "F", "C", "C", "F", "C", "F", "C", "S", "C", "F", "C", "F", "Cl", "C", "Cl", "C", "O", "O", "H"], "positions_angstrom": [[0.5357, 0.7308, 0.1844], [2.8206, -0.5217, -3.1674], [2.0066, -0.4366, -1.9368], [1.5114, 0.6617, -1.4527], [1.7617, 1.8401, -2.0027], [2.7174, 2.6066, -1.0821], [3.4245, 1.6350, -0.3882], [3.4437, 3.4724, -1.7763], [1.8430, 3.3035, -0.0689], [1.2825, 2.4185, 0.7169], [0.5984, 2.7576, 1.7624], [0.3220, 4.1697, 2.1350], [0.1759, 1.6323, 2.5795], [0.5185, 0.4818, 2.0903], [0.3546, -0.6162, 2.8095], [1.1518, -1.7265, 2.1935], [1.1321, -2.8290, 2.9311], [2.4035, -1.2150, 1.8935], [0.4862, -1.9907, 0.8288], [0.9797, -1.1203, -0.0546], [1.6285, -1.5474, -1.0948], [1.9132, -2.9722, -1.3784], [-0.4432, 1.7635, 3.9226], [3.2384, 0.4596, -3.3843], [2.2113, -0.8352, -4.0178], [3.6175, -1.2483, -3.0389], [0.6556, 4.8333, 1.3404], [0.8426, 4.4358, 3.0541], [-0.7443, 4.3104, 2.3028], [1.5031, -3.5936, -0.5848], [2.9903, -3.1266, -1.4272], [1.4864, -3.2635, -2.3376], [-0.7895, 2.7715, 4.1183], [0.2991, 1.4785, 4.6729], [-1.2659, 1.0539, 4.0216], [-3.5108, -4.8486, 1.0026], [-2.9788, -3.9182, 0.2371], [-2.6716, -2.6665, 0.7731], [-2.8933, -2.3921, 2.0462], [-2.1164, -1.6974, -0.0506], [-1.7782, -0.4950, 0.4851], [-1.8856, -1.9239, -1.4037], [-1.2087, -0.6760, -2.4685], [-2.1853, -3.1849, -1.9210], [-1.9170, -3.4301, -3.1974], [-2.7240, -4.1822, -1.1130], [-2.9989, -5.3688, -1.6252], [-2.2881, 4.1248, -0.6116], [-2.9937, 2.5605, -1.0114], [-3.8040, 1.8303, 0.4178], [-1.8814, 1.5835, -1.2846], [-2.2537, 0.5980, -2.0887], [-0.8011, 1.6632, -0.7305], [-3.7226, 2.6497, -1.8198]], "forces_ev_per_a": [[-1.3, -0.7, 0.1], [0.1, 0.2, 0.1], [-0.1, 1.4, -0.3], [1.3, -1.1, -1.4], [0.5, 0.6, -0.9], [-0.1, -0.8, 0.4], [0.5, 0.1, 0.0], [0.1, 0.6, -0.3], [0.0, 1.0, 0.0], [0.6, 0.7, 0.8], [0.5, 1.2, -0.6], [0.1, 0.1, -0.1], [-0.2, -1.1, 0.8], [0.2, 0.1, 1.7], [-0.5, 0.0, 0.8], [0.4, 0.6, -0.7], [-0.4, -0.5, 0.4], [0.4, -0.2, 0.3], [0.1, -0.8, 0.3], [0.9, -1.8, -0.9], [-0.6, -0.5, 1.0], [-0.1, 0.0, 0.3], [0.0, -0.1, 0.0], [0.0, -0.1, -0.1], [-0.1, 0.0, 0.0], [0.1, -0.1, 0.0], [0.0, 0.0, 0.0], [0.0, 0.0, 0.1], [-0.1, 0.0, 0.0], [0.0, 0.0, -0.1], [0.1, 0.0, -0.1], [0.0, 0.0, -0.1], [0.0, 0.1, 0.0], [0.0, 0.0, 0.0], [0.0, 0.0, 0.0], [0.1, 0.1, -0.1], [0.1, 0.2, -0.3], [0.1, 0.3, -0.4], [0.0, -0.1, 0.0], [0.0, -0.3, 0.1], [-0.1, -0.4, -0.1], [0.0, 0.3, -0.1], [-0.1, -0.5, 0.4], [-0.1, 0.1, 0.3], [-0.1, -0.2, 0.0], [0.1, 0.3, 0.1], [0.0, 0.0, 0.1], [-0.3, -0.1, -0.2], [-0.1, 0.4, 0.5], [0.0, 0.2, -0.3], [-0.3, -0.9, -0.5], [-0.5, 0.8, 0.1], [-1.5, 0.9, -1.1], [0.3, -0.1, 0.2]], "nbo_charge": [1.3689, -0.6975, 0.3436, -0.1679, -0.5215, 1.2511, -0.5254, -0.4847, -0.4721, -0.1374, 0.2949, -0.6958, 0.2252, -0.1763, -0.4839, 1.2581, -0.4865, -0.5211, -0.5372, -0.1927, 0.2777, -0.6910, -0.6784, 0.2772, 0.2532, 0.2520, 0.2709, 0.2621, 0.2457, 0.2740, 0.2688, 0.2475, 0.2415, 0.2772, 0.2660, -0.2502, 0.3334, 0.2819, -0.2610, 0.4197, -0.3258, -0.4156, 0.6572, 0.4154, -0.2827, 0.2670, -0.2589, 0.0725, -0.3132, 0.0508, 0.8587, -0.5827, -0.6338, 0.2812]}

=====

Record 2
{"formula": "C16H13BaNO4S", "method": "ωB97M-V/def2-TZVPD", "relative_energy_kcal_mol": 0.0, "total_charge": 2, "homo_lumo_gap_ha": 0.303, "homo_ev": -15.1, "lumo_ev": -6.80, "multiplicity": 1, "elements": ["Ba", "O", "C", "C", "O", "C", "O", "C", "O", "H", "H", "N", "S", "C", "C", "C", "C", "C", "C", "C", "C", "C", "C", "C", "C", "H", "H", "H", "H", "H", "H", "H", "H", "H", "H", "H"], "positions_angstrom": [[0.6083, -0.2564, -2.7345], [0.1683, 3.9829, -3.6956], [0.1994, 2.8315, -3.6673], [0.1697, -3.1083, -3.6439], [0.1601, -4.2581, -3.7334], [3.3746, -0.0054, -3.6805], [4.4992, 0.0072, -3.8313], [-2.6341, -0.0408, -3.7124], [-3.7688, -0.0023, -3.7113], [0.1242, 0.3829, -6.6283], [0.1253, -0.3862, -6.6745], [-0.7394, 0.2579, -0.8275], [0.4976, 0.3357, 0.2127], [-0.0890, 1.5273, 1.4099], [0.8470, 2.4396, 1.9277], [0.4248, 3.3656, 2.8726], [-0.9100, 3.3942, 3.2948], [-1.8171, 2.4719, 2.7740], [-1.4231, 1.5156, 1.8325], [0.4436, -1.2482, 1.0167], [-0.7766, -1.8217, 1.3604], [-0.7650, -3.0443, 2.0514], [0.4645, -3.6598, 2.3680], [1.6795, -3.0653, 1.9846], [1.6842, -1.8596, 1.3025], [-1.5896, 0.7273, -0.5040], [1.8821, 2.4100, 1.5708], [1.1370, 4.0975, 3.2379], [-1.2275, 4.1787, 3.9780], [-2.8593, 2.5313, 3.0742], [-2.1896, 0.8189, 1.4754], [-1.7401, -1.3805, 1.0697], [-1.6942, -3.5629, 2.2992], [0.4961, -4.6415, 2.8387], [2.6434, -3.5653, 2.1540], [2.5944, -1.3696, 0.9387]], "forces_ev_per_a": [[-0.5, 0.0, -1.3], [0.1, -4.2, 0.0], [0.0, 4.1, 0.0], [0.0, -4.7, -0.3], [0.0, 4.4, 0.3], [3.1, 0.1, -0.4], [-2.4, 0.0, 0.2], [-2.0, 0.0, 0.1], [2.2, -0.1, -0.1], [0.0, -0.9, 0.0], [0.0, 0.9, 0.1], [-0.5, 0.6, -0.5], [-1.4, 0.0, 1.2], [0.5, 0.3, 0.6], [-0.3, -0.5, -0.3], [-0.2, 0.1, 0.0], [0.5, 0.0, -0.5], [0.0, 0.1, -0.2], [-0.1, 0.3, 0.3], [0.7, -0.2, 0.5], [-0.3, -0.7, 0.3], [0.6, -0.1, -0.2], [0.1, 0.4, -0.5], [0.2, -0.5, 0.0], [-0.8, 0.6, -0.3], [0.4, -0.3, 0.1], [-0.4, 0.1, 0.2], [-0.1, -0.1, 0.1], [0.0, -0.3, 0.0], [0.2, -0.2, 0.0], [0.5, 0.2, 0.0], [0.6, -0.1, 0.2], [0.3, 0.3, -0.1], [-0.1, 0.3, 0.0], [-0.6, 0.2, 0.1], [-0.2, -0.3, 0.4]], "mulliken_charge": [1.9511, -0.0109, -0.0001, -0.1172, 0.0369, -0.1447, 0.0668, 0.0364, -0.0335, 0.0187, -0.0023, -0.6632, 0.0566, 0.8202, -0.4660, -0.5715, -0.5013, -0.8239, -0.1262, 1.2808, -0.2848, -0.6954, -0.4707, -0.5721, -0.4223, 0.1145, 0.3720, 0.4037, 0.4174, 0.3934, 0.1307, 0.2459, 0.3947, 0.4112, 0.3889, 0.3662]}

=====

Record 3
{"formula": "C16H13BrF13LiMgNO8S", "method": "ωB97M-V/def2-TZVPD", "total_charge": 1, "homo_lumo_gap_ha": 0.071, "homo_ev": -8.0, "lumo_ev": -6.06, "multiplicity": 1, "elements": ["O", "C", "C", "C", "C", "O", "C", "C", "C", "C", "F", "F", "C", "F", "F", "C", "F", "F", "C", "F", "F", "S", "F", "F", "F", "F", "F", "C", "H", "H", "H", "H", "H", "H", "H", "N", "O", "O", "O", "C", "C", "C", "O", "C", "O", "O", "H", "H", "H", "H", "H", "H", "Li", "Mg", "Br"], "positions_angstrom": [[-3.3055, -2.3517, 4.4580], [-3.3491, -2.2937, 3.2666], [-4.5652, -1.7831, 2.5249], [-4.8815, -2.2936, 1.3619], [-3.9457, -3.3661, 0.8217], [-4.3408, -4.2442, 0.1336], [-2.5003, -3.1837, 1.2123], [-1.3464, -3.5240, 0.2857], [-1.5879, -3.2181, -1.2084], [-1.4386, -1.7242, -1.5354], [-1.9643, -0.9679, -0.5548], [-2.1889, -1.5130, -2.6416], [0.0464, -1.3895, -1.8422], [0.8893, -2.1190, -1.1150], [0.2573, -1.7505, -3.1209], [0.3707, 0.1627, -1.7856], [-0.7274, 0.7994, -2.1925], [1.3082, 0.3808, -2.7173], [0.8768, 0.5517, -0.3769], [2.1473, 0.1740, -0.3269], [0.2830, -0.1139, 0.5790], [0.8230, 2.3996, 0.0878], [2.4370, 2.4499, 0.2262], [0.7755, 1.9813, 1.6873], [-0.7817, 2.4494, 0.0342], [0.9866, 2.8645, -1.4370], [0.8086, 3.9569, 0.5062], [-2.1999, -2.6741, 2.3873], [-5.1909, -0.9909, 2.9343], [-5.7424, -1.9710, 0.7850], [-1.2171, -4.6170, 0.3590], [-0.4085, -3.1098, 0.6670], [-2.6014, -3.5153, -1.4957], [-0.9020, -3.8235, -1.8099], [-1.1634, -2.5144, 2.6707], [-5.5000, -3.3331, 6.7563], [-5.1103, -3.2292, 7.9512], [-5.3365, -4.3307, 6.1252], [-6.0712, -2.2989, 6.2187], [4.0810, 2.3259, -2.9515], [4.6690, 3.6660, -2.5805], [5.3656, 4.3945, -3.7168], [6.2679, 5.2385, -3.0222], [6.5691, 4.6024, -1.8364], [7.4239, 4.9334, -1.1021], [5.7329, 3.5366, -1.6470], [3.7489, 1.7980, -2.0578], [3.2269, 2.4437, -3.6239], [4.8242, 1.6933, -3.4383], [3.8905, 4.2976, -2.1112], [4.6804, 4.9963, -4.3341], [5.9386, 3.7332, -4.3688], [3.0788, 5.7033, -3.9438], [-4.8467, -1.0243, 6.9809], [1.7061, 1.7353, 3.8735]], "forces_ev_per_a": [[-0.1, 0.4, 2.3], [0.1, 0.5, -1.8], [0.0, 0.6, 0.9], [0.6, -0.7, -0.9], [0.1, 1.9, 0.8], [-0.3, -1.4, -1.2], [1.0, 0.1, -1.0], [-0.7, -1.3, -0.3], [0.1, 0.1, 0.7], [-0.4, -2.2, -0.2], [0.2, 0.4, 0.3], [0.2, 0.6, -0.3], [-0.5, 1.0, -0.9], [0.2, 0.0, 0.6], [-0.1, -0.1, -0.3], [-0.4, -1.4, -0.2], [-0.3, 0.5, 0.3], [0.6, 0.5, 0.2], [0.9, 0.4, -0.2], [0.8, 0.0, -0.4], [-1.3, -0.3, 0.3], [0.8, 1.0, 3.5], [-0.7, 0.1, -0.5], [-0.7, 0.8, -3.3], [0.7, -0.3, -0.6], [-0.5, -0.2, -0.3], [-0.1, -0.8, -0.4], [-0.8, 0.4, 0.8], [0.2, -0.3, 0.4], [0.1, -0.3, 0.0], [0.0, 0.2, -0.1], [-0.3, 0.2, -0.1], [0.2, 0.1, 0.1], [-0.1, 0.3, 0.0], [-0.3, 0.0, 0.4], [0.4, -2.2, 0.0], [0.4, 1.8, -0.3], [-0.5, 0.1, -0.1], [0.0, 1.1, -0.3], [0.1, -0.2, 0.2], [-0.2, -0.8, -0.2], [0.3, 0.1, 0.5], [-0.3, 0.0, -0.1], [0.3, -0.1, 0.6], [0.0, 0.1, -0.1], [-0.1, 0.6, -0.4], [-0.1, 0.1, 0.0], [0.0, 0.0, 0.0], [0.0, 0.1, 0.0], [0.0, 0.1, 0.1], [0.5, 0.0, -0.4], [-0.3, -0.1, -0.2], [-0.2, 0.1, 0.3], [0.0, -1.1, 0.2], [0.5, -0.3, 1.7]], "nbo_charge": [-0.5696, 0.5467, -0.2579, -0.2204, 0.5105, -0.4728, -0.0118, -0.4439, -0.4687, 0.6339, -0.3218, -0.3171, 0.5850, -0.2995, -0.3007, 0.5802, -0.2935, -0.3025, 0.4692, -0.2889, -0.2745, 2.3150, -0.4639, -0.4246, -0.4558, -0.4885, -0.4460, -0.2632, 0.2225, 0.2425, 0.2483, 0.2372, 0.2548, 0.2454, 0.2468, 0.6820, -0.5480, -0.2878, -0.7407, -0.6359, 0.0588, -0.0585, -0.4985, 0.9561, -0.4929, -0.4649, 0.2679, 0.2089, 0.2375, 0.1449, 0.0536, 0.2318, 0.9866, 1.5907, -0.6445]}